Here is a cluster of 2 separate species, C34H61BF7IN2O in total at a distorted geometry from OMol25. Energies are from ωB97M-V/def2-TZVPD.

Last column: Löwdin charge in e.
CARTESIAN COORDINATES (ANGSTROEM)
1 C 9.492 -1.925 0.028  -0.1497
2 C 8.061 -1.550 0.653  -0.2235
3 C 6.806 -2.164 -0.197  -0.2346
4 O 5.714 -2.276 0.730  -0.1095
5 B 4.656 -3.235 0.249  -0.7327
6 C 3.326 -2.791 1.155  -0.0957
7 C 2.916 -1.239 0.854  -0.1809
8 C 1.314 -1.080 0.722  -0.2032
9 C 0.835 -0.064 -0.427  -0.2175
10 C -0.270 1.003 0.051  -0.2346
11 C -1.515 0.372 0.849  -0.2192
12 C -2.869 0.237 -0.013  -0.2102
13 C -3.650 -1.106 0.488  -0.2250
14 C -5.154 -1.116 -0.076  -0.2367
15 C -6.080 -2.271 0.556  -0.1989
16 C -7.613 -1.965 0.108  -0.1825
17 C -8.324 -3.290 -0.457  -0.1575
18 N -9.768 -3.426 -0.077  -0.1673
19 C -10.546 -4.554 -0.571  -0.0906
20 C -12.037 -4.476 -0.096  -0.0738
21 C -12.060 -3.174 0.774  -0.0944
22 C -10.625 -2.578 0.729  -0.0844
23 C 4.409 -3.067 -1.366  -0.1844
24 C 3.008 -3.623 -1.926  -0.7070
25 C 2.330 -2.504 -2.903  -0.1878
26 I 3.335 -5.461 -3.100  0.7413
27 C 5.228 -4.742 0.655  -0.1868
28 F 6.130 -4.532 1.783  0.0171
29 F 5.960 -5.403 -0.389  0.0116
30 C 4.125 -5.781 1.177  -0.1796
31 F 2.967 -5.875 0.320  0.0236
32 F 3.736 -5.567 2.549  0.0599
33 C 4.730 -7.301 1.172  -0.3007
34 F 6.005 -7.399 1.763  0.1035
35 F 4.629 -7.928 -0.098  0.0746
36 F 3.845 -8.056 2.032  0.0401
37 H 9.608 -3.029 -0.247  0.0716
38 H 10.290 -1.582 0.791  0.0680
39 H 9.627 -1.284 -0.919  0.0678
40 H 7.998 -0.402 0.710  0.0989
41 H 7.913 -1.969 1.723  0.1151
42 H 7.188 -3.148 -0.634  0.1229
43 H 6.575 -1.360 -0.998  0.1250
44 H 3.670 -2.805 2.250  0.1115
45 H 2.427 -3.478 1.002  0.0810
46 H 3.444 -0.810 -0.066  0.0912
47 H 3.228 -0.559 1.738  0.1120
48 H 0.809 -2.094 0.533  0.1073
49 H 0.938 -0.682 1.739  0.1066
50 H 1.731 0.558 -0.822  0.1059
51 H 0.408 -0.621 -1.339  0.0999
52 H -0.708 1.602 -0.836  0.0903
53 H 0.287 1.781 0.702  0.0925
54 H -1.313 -0.642 1.332  0.0994
55 H -1.747 1.101 1.719  0.1085
56 H -2.661 0.144 -1.136  0.1155
57 H -3.563 1.106 0.263  0.0993
58 H -3.662 -1.182 1.643  0.1209
59 H -3.100 -2.033 0.104  0.1193
60 H -5.601 -0.069 0.130  0.1141
61 H -5.098 -1.268 -1.210  0.1197
62 H -5.780 -3.315 0.179  0.1105
63 H -6.075 -2.281 1.706  0.1167
64 H -7.554 -1.216 -0.759  0.1060
65 H -8.163 -1.447 0.962  0.0945
66 H -7.733 -4.263 -0.250  0.1286
67 H -8.320 -3.190 -1.612  0.1325
68 H -10.129 -5.385 -1.245  0.1086
69 H -12.909 -5.168 -0.322  0.0746
70 H -12.931 -2.694 1.326  0.0730
71 H -10.267 -1.609 1.235  0.0979
72 H 4.443 -1.941 -1.645  0.0934
73 H 5.230 -3.558 -2.021  0.0806
74 H 2.221 -3.868 -1.141  0.0594
75 H 2.687 -2.645 -3.978  0.0511
76 H 2.506 -1.442 -2.493  0.0589
77 H 1.187 -2.684 -2.812  0.0708
78 C 2.711 7.370 1.820  -0.0977
79 C 1.905 8.181 0.815  -0.2278
80 C 0.422 7.837 0.677  -0.1193
81 N 0.069 6.447 0.111  -0.2337
82 C 0.913 6.144 -1.124  -0.0977
83 C 0.442 4.895 -1.854  -0.1599
84 C -1.026 4.980 -2.237  -0.1849
85 C -1.892 5.271 -1.023  -0.1678
86 C -1.421 6.513 -0.280  -0.0985
87 C 0.250 5.390 1.190  0.0402
88 H 3.027 6.413 1.400  0.0667
89 H 3.625 7.908 2.084  0.0861
90 H 2.149 7.193 2.740  0.0849
91 H 2.403 8.163 -0.158  0.1090
92 H 1.947 9.227 1.141  0.1240
93 H -0.018 8.565 -0.011  0.1293
94 H -0.096 7.933 1.636  0.1366
95 H 0.845 7.018 -1.778  0.1461
96 H 1.948 6.018 -0.800  0.1316
97 H 1.043 4.764 -2.759  0.1335
98 H 0.616 4.006 -1.239  0.1115
99 H -1.343 4.044 -2.705  0.1246
100 H -1.164 5.770 -2.984  0.1236
101 H -1.910 4.401 -0.359  0.1119
102 H -2.927 5.421 -1.346  0.1305
103 H -1.992 6.665 0.640  0.1398
104 H -1.544 7.389 -0.922  0.1357
105 H -0.255 5.730 2.096  0.1170
106 H 1.310 5.237 1.370  0.0941
107 H -0.181 4.446 0.860  0.0862

Calculated values
F_max: 5.81 eV/Å
ΔE to the lowest compared entry with this formula, charge and spin: 122.0 kcal/mol
E_tot: -2538.12403 Eh
LUMO: -1.179 eV
HOMO-LUMO gap: 5.83 eV
HOMO: -7.006 eV